1.
A molecular structure, C25H29InN4OSSe, computed with ωB97M-V/def2-TZVPD.

The calculation puts the LUMO energy at -6.472 eV. The energy relative to the best compared isomer or geometry (same formula, charge and spin) is 0.000 eV. As for the largest force on an atom: 1.04 eV Å⁻¹. The value obtained for the total energy is -4253.56285 a.u. The calculation puts the HOMO energy at -13.6 eV.

Geometry as ORCA input:
```
! RIJCOSX wB97M-V def2-TZVPD def2/J DEFGRID3
* xyz 2 1
In 0.30 -0.12 -1.71
C -2.80 0.35 -0.72
N -1.87 0.07 -1.81
C -2.25 0.13 -3.06
C -1.34 0.02 -4.11
C -1.52 0.01 -5.50
C -0.25 -0.11 -6.07
C 0.66 -0.17 -5.01
N 0.01 -0.09 -3.84
C -3.23 1.80 -0.68
C -2.29 2.82 -0.72
C -2.67 4.15 -0.63
C -4.02 4.47 -0.49
C -4.97 3.46 -0.48
C -4.58 2.13 -0.57
H -2.31 0.09 0.22
H -3.68 -0.30 -0.82
H -3.30 0.29 -3.29
H -2.46 0.08 -6.01
H 0.00 -0.15 -7.12
H 1.74 -0.23 -5.05
H -1.23 2.57 -0.82
H -1.93 4.93 -0.66
H -4.32 5.50 -0.41
H -6.02 3.70 -0.39
H -5.33 1.35 -0.57
C 2.79 -2.71 1.17
N 2.66 -3.36 -0.13
C 2.53 -4.71 -0.33
C 2.42 -4.90 -1.67
N 2.48 -3.67 -2.26
C 2.40 -3.40 -3.69
C 2.62 -2.73 -1.31
Se 2.86 -0.87 -1.60
H 3.05 -3.46 1.91
H 1.85 -2.24 1.46
H 3.57 -1.96 1.14
H 2.53 -5.42 0.47
H 2.31 -5.81 -2.23
H 2.43 -4.35 -4.23
H 3.24 -2.79 -4.01
H 1.47 -2.89 -3.93
C 0.69 0.11 7.15
C 0.89 0.28 5.68
C 2.16 0.36 5.12
C 2.33 0.55 3.76
C 1.20 0.66 2.95
C -0.08 0.57 3.47
C -0.23 0.37 4.83
S 1.48 1.06 1.24
C 0.96 2.78 1.27
O 0.34 0.35 0.48
H 1.63 -0.10 7.66
H 0.00 -0.71 7.36
H 0.27 1.01 7.59
H 3.03 0.29 5.76
H 3.32 0.64 3.34
H -0.95 0.65 2.83
H -1.22 0.31 5.26
H -0.08 2.82 1.58
H 1.09 3.18 0.26
H 1.60 3.31 1.97
*
```

Results of the Mulliken charge analysis, in e, for atoms 1 through 5: 1.259, -1.136, -0.244, 0.408, 0.157

2.
A molecular structure, C31H21AgClF2N4PSe, computed with ωB97M-V/def2-TZVPD.

The calculation puts the LUMO energy at -0.833 eV. The energy relative to the best compared isomer or geometry (same formula, charge and spin) is 0.000 eV. As for the largest force on an atom: 0.61 eV Å⁻¹. The value obtained for the total energy is -4962.62512 a.u. The calculation puts the HOMO energy at -6.6 eV.

Geometry as ORCA input:
```
! RIJCOSX wB97M-V def2-TZVPD def2/J DEFGRID3
* xyz 0 1
Ag -1.18 -0.45 0.87
Se -0.83 -7.85 -2.29
N -1.06 -6.22 -3.01
C -0.87 -5.36 -2.06
C -0.95 -3.91 -2.25
C -1.23 -3.35 -3.50
C -1.29 -1.98 -3.61
C -1.06 -1.20 -2.47
N -0.80 -1.73 -1.29
C -0.74 -3.06 -1.17
C -0.45 -3.61 0.19
N -0.26 -2.74 1.19
C -0.04 -3.21 2.41
C 0.04 -4.57 2.70
C -0.14 -5.47 1.68
C -0.39 -4.99 0.39
C -0.60 -5.89 -0.74
N -0.56 -7.19 -0.64
H -1.39 -4.00 -4.34
H -1.50 -1.49 -4.55
H -1.10 -0.12 -2.52
H 0.08 -2.47 3.19
H 0.22 -4.89 3.71
H -0.10 -6.54 1.84
Cl 0.78 0.38 3.22
C 0.38 2.08 3.06
C 0.31 2.82 4.22
C 0.01 4.18 4.15
C -0.20 4.77 2.91
C -0.12 4.01 1.76
C 0.17 2.65 1.80
P 0.20 1.60 0.30
C 2.00 1.40 0.01
C 2.42 0.25 -0.64
C 3.77 0.05 -0.91
C 4.71 0.99 -0.51
C 4.29 2.14 0.16
C 2.95 2.34 0.42
C -0.36 2.72 -1.01
C -1.74 2.87 -1.16
C -2.25 3.70 -2.15
C -1.38 4.37 -3.01
C -0.01 4.22 -2.87
C 0.50 3.40 -1.87
H 0.47 2.34 5.17
H -0.06 4.76 5.06
H -0.44 5.82 2.84
H -0.30 4.48 0.80
H 1.69 -0.50 -0.93
H 4.09 -0.85 -1.42
H 5.76 0.83 -0.71
H 5.02 2.87 0.49
H 2.63 3.23 0.95
H -2.41 2.34 -0.50
H -3.32 3.82 -2.25
H -1.78 5.01 -3.79
H 0.67 4.73 -3.54
H 1.57 3.28 -1.77
F -3.38 1.04 2.19
C -3.13 -0.28 1.74
F -3.29 -1.06 2.91
H -4.02 -0.51 1.15
*
```

Results of the Mulliken charge analysis, in e, for atoms 1 through 5: -0.208, 0.220, -0.855, 1.025, 0.482

3.
A molecular structure, C26H35BrN4O6PRuS, computed with ωB97M-V/def2-TZVPD.

The calculation puts the LUMO energy (spin up / spin down) at 0.313 / 0.364 eV. The energy relative to the best compared isomer or geometry (same formula, charge and spin) is 2.647 eV. As for the largest force on an atom: 3.03 eV Å⁻¹. The value obtained for the total energy is -5090.77152 a.u. The calculation puts the HOMO energy (spin up / spin down) at -7.3 / -6.9 eV.

Geometry as ORCA input:
```
! RIJCOSX wB97M-V def2-TZVPD def2/J DEFGRID3
* xyz 0 2
Ru 0.51 0.10 -0.15
C -1.48 0.77 -5.26
C -1.87 0.65 -3.82
C -3.06 1.15 -3.31
C -3.39 0.94 -1.99
C -2.47 0.28 -1.18
Br -2.96 -0.17 0.57
N -1.28 -0.12 -1.61
C -1.02 0.02 -2.92
H -2.32 0.55 -5.92
H -0.66 0.09 -5.51
H -1.14 1.79 -5.49
H -3.74 1.69 -3.96
H -4.34 1.26 -1.58
H -0.08 -0.39 -3.25
C 2.67 -2.54 3.82
N 2.51 -1.09 3.81
C 2.23 -0.32 4.92
C 2.03 0.94 4.48
N 2.21 0.91 3.12
C 2.49 -0.34 2.70
S 2.75 -0.83 1.09
H 3.12 -2.84 4.76
H 3.30 -2.83 2.99
H 1.68 -3.00 3.71
H 2.16 -0.74 5.90
H 1.77 1.84 5.01
H 2.02 1.65 2.46
O -0.44 -1.61 3.67
C -0.37 -1.46 2.45
O -0.15 -0.34 1.88
C -0.54 -2.71 1.60
C -1.11 -3.83 2.21
C -1.31 -5.01 1.50
C -0.95 -5.09 0.17
C -0.36 -3.99 -0.45
C -0.15 -2.82 0.27
H -1.41 -3.74 3.24
H -1.76 -5.86 1.99
H -1.11 -6.00 -0.39
H -0.07 -4.04 -1.49
H 0.35 -1.99 -0.25
C -1.30 3.27 0.70
C -0.48 3.86 -0.44
C 0.51 4.89 0.08
C -1.36 4.42 -1.53
O 0.26 2.70 -1.00
P 1.46 2.78 -1.99
O 1.46 3.84 -3.01
O 1.37 1.31 -2.62
O 2.74 2.71 -1.07
C 4.07 2.35 -1.59
C 4.91 2.13 -0.35
C 4.62 3.46 -2.46
C 3.92 1.05 -2.41
H -1.53 4.05 1.43
H -0.75 2.47 1.21
H -2.24 2.86 0.34
H -0.04 5.77 0.42
H 1.21 5.21 -0.69
H 1.08 4.49 0.93
H -2.09 5.10 -1.10
H -1.89 3.61 -2.03
H -0.77 4.97 -2.28
H 4.96 3.06 0.23
H 5.92 1.85 -0.64
H 4.48 1.35 0.28
H 4.74 4.37 -1.87
H 3.97 3.68 -3.30
H 5.60 3.16 -2.84
H 3.42 -0.53 -1.10
H 4.89 0.58 -2.54
H 3.53 1.29 -3.40
N 3.01 0.11 -1.77
C 1.68 0.26 -1.65
*
```

Results of the Mulliken charge analysis, in e, for atoms 1 through 5: 0.277, -1.574, 0.913, -0.499, -0.607

4.
A molecular structure, C28H28BeF5N2O2S3Se, computed with ωB97M-V/def2-TZVPD.

The calculation puts the LUMO energy at 2.181 eV. The energy relative to the best compared isomer or geometry (same formula, charge and spin) is 1.008 eV. As for the largest force on an atom: 3.62 eV Å⁻¹. The value obtained for the total energy is -5453.92189 a.u. The calculation puts the HOMO energy at -4.3 eV.

Geometry as ORCA input:
```
! RIJCOSX wB97M-V def2-TZVPD def2/J DEFGRID3
* xyz -1 1
Be -0.40 2.21 0.77
C -2.18 4.55 -1.94
C -1.88 3.38 -1.09
N -0.65 3.11 -0.69
N 0.45 3.51 -1.37
C 1.52 2.88 -0.85
S 1.66 1.91 0.59
S 3.14 3.21 -1.41
C 2.82 4.17 -2.93
C 2.06 3.47 -4.06
C 1.74 2.13 -4.01
C 1.02 1.56 -5.09
C 0.76 2.28 -6.24
C 1.03 3.62 -6.29
C 1.64 4.23 -5.14
C -2.94 2.57 -0.61
C -4.24 2.76 -1.04
C -5.24 1.79 -0.85
C -4.97 0.65 -0.08
C -3.73 0.52 0.55
C -2.69 1.44 0.25
O -1.52 1.10 0.79
H -1.16 4.86 -2.33
H -2.65 5.32 -1.24
H -2.82 4.29 -2.75
H 3.81 4.44 -3.30
H 2.38 5.14 -2.72
H 1.99 1.53 -3.16
H 0.57 0.56 -5.04
H 0.32 1.66 -7.03
H 0.90 4.19 -7.22
H 1.82 5.32 -5.18
H -4.42 3.69 -1.61
H -6.24 1.99 -1.34
H -5.68 -0.20 -0.04
H -3.43 -0.34 1.18
C 0.99 -4.80 -2.01
C 0.42 -5.11 -0.62
C 1.43 -5.88 0.24
S 2.59 -4.64 1.10
O 1.67 -3.56 1.62
C 3.04 -5.61 2.60
C 2.04 -5.47 3.76
C 1.76 -4.10 4.41
H 0.18 -4.48 -2.71
H 1.38 -5.70 -2.53
H 1.70 -3.97 -2.10
H -0.52 -5.71 -0.79
H 0.07 -4.29 -0.04
H 2.07 -6.57 -0.41
H 0.93 -6.47 1.01
H 4.06 -5.22 2.85
H 3.18 -6.62 2.22
H 2.40 -6.17 4.53
H 1.10 -5.95 3.40
H 2.69 -3.72 4.93
H 0.93 -4.18 5.16
H 1.54 -3.41 3.60
F -0.43 -1.39 5.69
C -0.57 -0.19 5.12
C 0.60 0.50 4.75
F 1.88 0.16 5.08
C 0.41 1.66 4.02
F 1.52 2.34 3.67
C -0.84 2.16 3.65
Se -1.09 3.73 2.61
C -2.01 1.41 4.05
F -3.16 1.99 3.81
C -1.83 0.24 4.76
F -2.91 -0.49 5.09
*
```

Results of the Mulliken charge analysis, in e, for atoms 1 through 5: -0.140, -1.557, 0.978, 0.423, -0.578

5.
6 unconnected molecules or ions with the total composition C6H26N2O5, computed with ωB97M-V/def2-TZVPD.

The calculation puts the LUMO energy at 0.368 eV. The energy relative to the best compared isomer or geometry (same formula, charge and spin) is 2.042 eV. As for the largest force on an atom: 2.67 eV Å⁻¹. The value obtained for the total energy is -729.85776 a.u. The calculation puts the HOMO energy at -8.4 eV. The SMILES is CCC[C@@H](CN)NC.O.O.O.O.O.

Geometry as ORCA input:
```
! RIJCOSX wB97M-V def2-TZVPD def2/J DEFGRID3
* xyz 0 1
C -1.48 1.02 -1.33
N -0.33 1.29 -0.50
C 0.00 0.23 0.48
C 0.86 -0.87 -0.11
C -0.01 -1.87 -0.93
C 0.91 -2.95 -1.55
C 0.82 0.84 1.69
N 0.04 1.18 2.88
H -2.20 0.44 -0.75
H -1.30 0.49 -2.27
H -2.02 1.93 -1.63
H 0.51 1.53 -1.01
H -0.96 -0.05 0.94
H 1.66 -0.60 -0.80
H 1.30 -1.48 0.69
H -0.47 -1.35 -1.75
H -0.79 -2.32 -0.30
H 0.42 -3.50 -2.36
H 1.13 -3.65 -0.76
H 1.77 -2.46 -2.00
H 1.35 1.70 1.28
H 1.54 0.11 2.07
H -0.85 0.74 3.01
H -0.06 2.18 2.97
H -0.58 2.92 0.89
H -2.02 2.51 1.20
O -1.38 3.22 1.36
H 0.27 3.76 -0.97
H 1.33 4.57 -0.47
O 1.22 3.70 -0.87
H 1.30 -3.23 2.54
H 1.33 -3.90 1.06
O 0.84 -3.55 1.79
H 1.54 2.28 -2.53
H 2.82 1.58 -2.23
O 1.96 1.39 -2.62
H -2.90 -2.65 0.49
H -3.76 -2.46 1.67
O -3.83 -2.71 0.75
*
```

Results of the Mulliken charge analysis, in e, for atoms 1 through 5: -1.221, 0.339, -0.031, -0.593, 0.095

Q: Look up the energy relative to the best compared isomer or geometry (same formula, charge and spin) of the third one.
A: 2.647 eV